1.
Density functional theory data (wB97M-V/def2-TZVPD) for a cluster of 7 separate species, C17H42O13S4 in total at a distorted geometry.

The total energy is -88263.4776 eV. As for the HOMO-LUMO gap: 0.33414 hartree. Its largest force on an atom is 0.1348 hartree/bohr. The HOMO energy comes out at -8.88 eV. For the LUMO energy, the calculation gives 0.21 eV. The value obtained for the relative energy (zero: lowest compared OMol25 entry of this formula, charge and spin) is 0.265 eV. The molar mass comes out at 582.8 u.

Positions of all 76 atoms, in Å:
C  6.1312  -3.5812  1.2508
S  5.5360  -2.3313  0.0732
O  4.7990  -1.2523  0.7819
C  7.1513  -1.6390  -0.3616
H  5.2431  -4.0205  1.6941
H  6.6932  -3.0112  1.9924
H  6.7373  -4.3156  0.7356
H  7.4155  -0.8581  0.3449
H  7.0625  -1.2679  -1.3763
H  7.8754  -2.4523  -0.3267
C  -1.7687  0.3408  2.9756
S  -1.7031  -1.4646  2.9506
O  -1.4279  -1.7687  1.5112
C  -0.1102  -1.6387  3.7738
H  -2.7765  0.7119  2.7924
H  -1.2203  0.6410  2.0804
H  -1.4224  0.7554  3.9182
H  0.0627  -0.8330  4.4852
H  0.6637  -1.5450  3.0137
H  -0.0625  -2.6269  4.2193
C  -3.5501  -4.0594  -3.1262
S  -1.9850  -3.1950  -3.5098
O  -2.4019  -1.7949  -3.8493
C  -1.4586  -3.0181  -1.8011
H  -3.4555  -4.6027  -2.1949
H  -3.7983  -4.6446  -4.0073
H  -4.2802  -3.2570  -3.0423
H  -0.6904  -2.2644  -1.6819
H  -1.0719  -3.9757  -1.4162
H  -2.2823  -2.8046  -1.1179
C  -5.0605  0.0543  3.8126
S  -6.6472  -0.5782  4.4087
O  -7.1989  -1.5471  3.4407
C  -5.9867  -1.5425  5.7770
H  -4.6193  0.7973  4.4700
H  -5.1951  0.3882  2.7884
H  -4.3822  -0.8103  3.7996
H  -5.3415  -2.3287  5.3911
H  -6.8551  -1.9213  6.3017
H  -5.4212  -0.8624  6.4169
C  -1.9161  0.4239  -0.8731
O  -3.1318  1.0510  -1.1726
C  -3.3947  1.6257  -2.2961
O  -4.3566  2.2343  -2.3900
O  -2.5668  1.3917  -3.2852
C  -2.7784  2.1430  -4.4910
H  -2.0087  -0.1446  0.0435
H  -1.1521  1.1925  -0.6989
H  -1.5347  -0.1911  -1.6820
H  -1.9504  1.9935  -5.1737
H  -2.8245  3.2137  -4.2816
H  -3.7165  1.8034  -4.9276
C  0.5775  1.8785  -3.5295
O  1.9907  1.7070  -3.5547
C  2.6402  0.9580  -2.7191
O  3.7847  0.8178  -2.7735
O  1.8569  0.4348  -1.8212
C  2.4720  -0.4246  -0.9013
H  0.3384  2.4131  -4.4407
H  0.2851  2.4186  -2.6307
H  0.0196  0.9422  -3.5445
H  3.4998  -0.7069  -1.1530
H  2.0602  -1.4442  -0.8637
H  2.4976  -0.0609  0.1216
C  2.4564  2.7931  1.9877
O  2.4169  4.0338  1.2890
C  3.0953  4.0770  0.1836
O  3.6979  3.1720  -0.2945
O  2.9651  5.2430  -0.3261
C  3.4295  5.3920  -1.6829
H  3.2396  2.8508  2.7455
H  2.6749  2.0039  1.2699
H  1.5121  2.6245  2.4913
H  2.9031  4.6860  -2.3265
H  4.4948  5.1639  -1.7245
H  3.2252  6.4139  -1.9625

Cartesian forces, eV/Å:
C -0.3 1.1 0.2
S 0.1 -0.1 -0.7
O 0.1 -0.3 0.5
C -0.1 -0.6 0.0
H 0.0 -0.1 0.1
H 0.1 -0.3 0.2
H 0.1 -0.1 -0.1
H -0.1 0.1 0.1
H 0.1 0.2 0.0
H 0.1 0.1 -0.1
C -0.4 0.2 -0.3
S 0.2 0.4 -0.5
O -0.3 -0.4 0.2
C 0.3 0.3 -0.1
H -0.1 -0.4 0.1
H 0.5 0.1 0.4
H 0.2 0.1 -0.1
H -0.2 -0.3 0.3
H -0.1 -0.1 -0.2
H 0.0 0.0 0.2
C 0.4 0.5 -0.5
S -0.5 1.1 0.8
O 0.2 -0.3 -0.5
C 0.1 -1.3 1.0
H -0.1 -0.4 -0.1
H -0.1 -0.4 0.2
H 0.0 0.1 0.2
H 0.1 0.1 -0.3
H 0.2 0.2 -0.3
H -0.2 0.4 -0.4
C 0.4 -1.3 -0.1
S -0.4 0.7 0.6
O 0.3 -0.2 -0.4
C 0.2 0.5 -0.2
H -0.3 0.3 0.0
H -0.1 0.3 0.0
H -0.1 0.2 -0.2
H -0.1 -0.1 0.0
H 0.0 -0.2 0.1
H 0.0 -0.1 0.1
C 1.5 0.4 -0.1
O 0.4 -1.3 2.2
C 2.5 -2.0 -0.6
O -5.6 4.0 -0.9
O 2.3 -0.2 -0.9
C -0.6 0.1 0.3
H -0.3 -0.2 -0.1
H 0.0 0.0 0.0
H -0.3 -0.2 -0.1
H 0.1 -0.5 0.2
H -0.2 -0.1 0.2
H 0.1 0.2 -0.2
C -0.2 -0.4 0.3
O -0.9 1.3 -1.9
C -2.0 0.5 0.3
O 4.7 -0.6 -0.6
O -1.9 -1.1 1.5
C 1.3 -2.1 0.9
H 0.0 0.3 0.1
H -0.1 0.2 -0.1
H 0.2 -0.2 0.0
H -0.1 1.0 -0.2
H -1.0 0.5 -0.3
H -0.2 0.5 -0.2
C 0.5 -0.2 0.1
O -1.3 0.0 2.0
C 0.1 -1.0 -0.1
O 1.1 -1.5 -0.9
O -0.4 2.8 -1.4
C 0.3 -0.5 0.3
H 0.0 -0.2 -0.1
H 0.0 -0.1 0.3
H -0.2 0.2 -0.1
H 0.0 0.1 0.0
H -0.1 0.1 -0.1
H 0.0 0.2 0.0


2.
Density functional theory data (wB97M-V/def2-TZVPD) for a structure of composition C17H43BClGaN7O4P2 at a distorted geometry.

The total energy is -121103.8374 eV. As for the HOMO-LUMO gap: 0.25429 hartree. Its largest force on an atom is 0.0976 hartree/bohr. The HOMO energy comes out at -5.07 eV. For the LUMO energy, the calculation gives 1.85 eV. Its total charge is -1. The molar mass comes out at 587.5 u.

Positions of all 76 atoms, in Å:
O  4.8899  0.1231  -6.9984
B  4.3337  -0.9951  -7.5826
O  5.1967  -2.0880  -7.6285
Ga  2.3827  -1.0454  -8.3953
Cl  2.4069  -2.7670  -9.9284
C  0.9232  -1.5316  -7.0730
C  -0.2812  -0.8249  -7.0534
C  -1.2310  -1.2333  -6.1389
C  -1.0300  -2.2636  -5.2461
N  0.1092  -2.9585  -5.2482
C  1.0140  -2.5807  -6.1520
H  5.8075  -0.0884  -6.7752
H  4.7120  -2.9154  -7.5850
H  1.9681  0.2906  -9.1700
H  -0.4697  -0.0154  -7.7459
H  -2.1899  -0.7225  -6.1091
H  -1.8156  -2.5349  -4.5509
H  1.9276  -3.1703  -6.1634
O  0.2263  1.7524  0.1141
P  1.1769  0.9756  -0.7412
N  1.4261  -0.4627  0.1693
C  2.1304  -0.4145  1.4384
C  0.1997  -1.2392  0.2835
N  2.5186  2.0433  -0.7353
C  3.8604  1.6746  -0.3498
C  2.2445  3.4260  -0.3684
N  1.6626  0.2773  -2.2636
C  0.6647  0.4640  -3.3331
C  2.2402  -1.0572  -2.3767
H  2.2351  -1.4288  1.8305
H  1.6123  0.1871  2.1983
H  3.1395  -0.0291  1.3160
H  -0.2414  -1.3968  -0.7072
H  -0.5490  -0.7433  0.9136
H  0.4158  -2.2237  0.7022
H  3.9906  1.6728  0.7409
H  4.5764  2.3908  -0.7633
H  4.1467  0.6987  -0.7444
H  2.1855  3.5708  0.7193
H  1.3089  3.7654  -0.8028
H  3.0356  4.0671  -0.7656
H  -0.2126  -0.1757  -3.1883
H  1.0903  0.2384  -4.3113
H  0.3229  1.5036  -3.3521
H  1.5087  -1.8640  -2.2569
H  3.0404  -1.2109  -1.6590
H  2.6727  -1.1364  -3.3768
O  -1.1007  -0.3643  3.9495
P  -2.0557  0.3121  4.8781
N  -3.2099  -0.9242  5.2067
C  -4.0993  -1.3838  4.1544
C  -2.6056  -2.0445  5.9105
N  -2.6284  1.5658  3.8802
C  -4.0224  1.8242  3.6004
C  -1.8017  1.8998  2.7188
N  -2.4206  1.2256  6.3384
C  -1.2275  1.5121  7.1487
C  -3.5350  0.8945  7.2120
H  -4.7918  -2.1226  4.5650
H  -3.5679  -1.8477  3.3122
H  -4.7119  -0.5720  3.7712
H  -2.0584  -1.6897  6.7910
H  -1.9005  -2.5998  5.2800
H  -3.3793  -2.7286  6.2646
H  -4.4133  1.1631  2.8168
H  -4.1461  2.8525  3.2509
H  -4.6473  1.7294  4.4910
H  -1.9635  1.2179  1.8781
H  -0.7464  1.8734  2.9703
H  -2.0230  2.9165  2.3892
H  -0.8517  0.6198  7.6656
H  -1.4446  2.2761  7.8965
H  -0.4249  1.8937  6.5120
H  -3.3643  -0.0009  7.8235
H  -4.4551  0.7532  6.6548
H  -3.6866  1.7440  7.8841

Cartesian forces, eV/Å:
O 0.2 0.0 -0.3
B -0.1 -0.3 0.1
O 0.2 0.1 0.6
Ga 0.0 0.2 0.1
Cl 0.0 0.0 0.1
C -0.1 0.2 -0.3
C 0.6 -0.8 0.3
C -1.4 0.9 0.1
C 0.5 0.0 -0.5
N -0.2 0.0 0.2
C 0.5 0.0 -0.1
H 0.0 0.1 0.1
H -0.1 0.0 -0.6
H -0.1 -0.1 0.0
H 0.0 0.1 0.0
H 0.0 0.0 0.0
H 0.1 -0.1 0.1
H 0.0 -0.1 0.1
O -1.8 -0.1 -2.2
P 4.3 -0.8 2.4
N 0.6 -0.1 -0.1
C 0.0 0.3 0.2
C -0.2 0.1 -0.3
N -0.2 0.5 0.4
C 0.2 -0.2 -0.5
C -0.1 0.0 0.2
N -2.5 0.3 -0.4
C 0.0 0.4 -0.1
C 0.0 -0.3 0.3
H -0.1 0.0 0.0
H 0.0 0.0 0.0
H -0.1 0.0 0.0
H 0.0 0.0 0.0
H 0.0 0.0 0.1
H 0.1 0.0 0.0
H 0.1 0.0 0.0
H 0.0 0.0 0.0
H -0.1 -0.1 0.1
H 0.0 0.1 0.0
H 0.0 0.0 0.1
H 0.1 -0.1 0.0
H 0.0 -0.1 -0.1
H 0.1 0.0 0.0
H 0.0 0.0 0.0
H 0.0 0.0 -0.1
H -0.1 0.1 0.1
H -0.1 0.1 -0.1
O 2.0 0.5 2.1
P -4.5 0.3 -2.3
N -0.5 0.3 0.1
C 0.1 0.0 -0.3
C 0.3 0.1 0.2
N 0.3 -0.1 -0.5
C -0.2 0.3 0.5
C 0.1 -0.3 -0.2
N 2.3 -0.9 0.7
C 0.1 0.2 -0.3
C -0.2 -0.3 0.0
H 0.1 0.0 0.1
H 0.0 0.0 0.0
H 0.1 0.0 0.0
H 0.0 0.0 0.0
H 0.0 0.0 0.0
H -0.1 0.1 0.0
H 0.0 0.1 0.0
H 0.1 0.0 0.0
H 0.1 -0.1 0.0
H 0.1 0.1 -0.1
H 0.0 -0.1 0.0
H -0.2 0.0 0.1
H 0.0 0.1 0.1
H -0.1 0.0 0.0
H 0.0 0.0 0.0
H 0.0 0.0 0.0
H 0.1 -0.1 -0.1
H 0.1 0.0 0.0